DFT (ωB97M-V/def2-TZVPD) results for 2 unconnected molecules or ions with the total composition C4H7NO2 at a distorted geometry.

Results
* E_tot: -9845.113 eV
* energy relative to the best compared isomer or geometry (same formula, charge and spin): 209.1 kJ/mol
* HOMO: -0.3669 hartree
* frontier orbital gap: 10.8 eV

Geometry as ORCA input:
```
! wB97M-V def2-TZVPD RIJCOSX def2/J DEFGRID3
* xyz 0 1
C -1.8653 -0.6693 -0.2427
C -0.3915 -0.3063 -0.2766
C 0.0391 1.1275 -0.0547
N 1.1955 1.2826 0.4417
C 2.5176 -0.5063 -0.4035
O 3.2770 -0.8148 0.3904
O 0.3229 -1.1420 0.6043
H -2.2765 -0.5294 0.7614
H -1.9323 -1.7320 -0.4964
H -2.4684 -0.1075 -0.9628
H 0.0054 -0.5122 -1.2871
H 0.5043 -0.6013 1.3852
H -0.5524 1.9507 -0.4684
H 1.5597 2.2247 0.3414
*
```